No. 1
# C55H84F3NO22P2S

C55H84F3NO22P2S as an isolated structure in a non-equilibrium geometry (the ωB97M-V functional and the def2-TZVPD basis, the Open Molecules 2025 dataset).

* HOMO energy: -8.31 eV
* spin multiplicity: 1

Cartesian coordinates (Å):
1 S 3.53 1.84 4.03
2 P 2.00 0.23 -0.81
3 P 2.39 2.84 0.25
4 F 6.20 2.00 4.03
5 F 5.51 -0.01 4.58
6 F 5.29 1.68 5.99
7 O 4.97 2.22 -9.82
8 O 3.42 -0.27 2.58
9 O -5.46 1.63 7.01
10 O -8.81 -3.62 5.34
11 O 4.31 -2.56 -8.47
12 O 3.97 3.15 -0.19
13 O 2.88 -1.19 -5.22
14 O 4.74 0.64 1.03
15 O 6.13 -2.67 -7.14
16 O -10.11 -0.19 3.73
17 O -5.38 -0.62 6.94
18 O 5.60 2.16 -7.65
19 O 6.37 6.77 -7.60
20 O -10.77 -1.14 1.79
21 O 7.74 7.98 -6.27
22 O 1.03 -0.87 -3.96
23 O 3.83 2.90 3.04
24 O -2.07 -2.11 1.92
25 O 2.92 2.66 5.10
26 O 1.57 3.01 -1.22
27 O -6.77 -3.95 4.41
28 O 1.94 3.95 1.10
29 N -0.80 -3.55 0.62
30 C 6.59 7.78 -4.24
31 C -0.80 -5.97 1.21
32 C 5.21 1.32 4.67
33 C 3.20 1.00 -6.01
34 C 7.44 3.61 -7.75
35 C -7.42 0.33 7.64
36 C -10.53 -0.08 2.62
37 C 3.23 -2.40 -0.25
38 C 2.45 0.48 3.40
39 C 3.95 -3.09 -9.75
40 C -3.12 1.74 2.12
41 C -3.66 -6.14 1.20
42 C -10.81 1.22 1.90
43 C 6.70 7.14 -6.50
44 C -6.31 -1.69 7.12
45 C 2.44 -0.20 6.01
46 C -11.67 0.76 0.73
47 C 2.11 -0.61 4.51
48 C -4.20 1.31 3.19
49 C 0.45 -0.83 -1.01
50 C -2.89 -7.37 1.47
51 C -6.24 -3.90 3.08
52 C -7.41 -4.17 2.16
53 C 1.38 0.78 2.23
54 C -11.16 -0.65 0.50
55 C 5.26 -3.30 -10.48
56 C 3.88 -0.34 -5.82
57 C 1.85 -1.24 7.08
58 C -0.60 2.61 2.09
59 C -1.96 2.48 2.91
60 C 6.62 3.78 -9.01
61 C 2.20 1.05 0.92
62 C -7.39 -1.13 8.04
63 C 6.06 6.73 -5.20
64 C 0.61 2.02 2.96
65 C 0.33 -1.73 2.13
66 C -3.01 -4.85 0.93
67 C 3.36 -1.09 -1.10
68 C -0.97 -2.46 1.54
69 C -8.11 -3.72 4.37
70 C 5.60 -2.91 -8.18
71 C 0.09 -0.18 2.19
72 C 5.65 2.64 -8.93
73 C 7.93 8.14 -4.86
74 C -1.44 -7.25 1.48
75 C -4.57 2.44 4.23
76 C 2.23 1.04 -4.84
77 C -1.56 -4.73 0.92
78 C 2.82 -2.01 4.29
79 C 3.62 0.46 1.40
80 C -8.57 -3.56 2.94
81 C 6.45 2.95 -6.81
82 C 1.94 -0.42 -4.62
83 C 6.21 -3.65 -9.34
84 C -5.99 0.57 7.18
85 H 4.38 -0.63 -1.13
86 H 0.45 -2.25 3.12
87 H 0.80 -1.53 6.81
88 H 2.49 -2.78 5.05
89 H -7.56 -5.24 2.06
90 H -2.66 0.79 1.72
91 H -3.82 2.55 5.06
92 H 1.78 -0.65 8.04
93 H 3.31 -2.38 -10.27
94 H -4.76 -6.26 1.18
95 H 4.21 -0.77 -6.76
96 H -0.65 2.17 1.06
97 H 2.70 1.45 -3.94
98 H 0.55 -1.84 -0.58
99 H -5.45 -4.65 2.97
100 H -12.72 0.73 1.03
101 H -0.50 -0.29 -0.79
102 H -11.35 1.91 2.55
103 H 4.16 -3.02 -0.45
104 H 0.32 -5.96 1.22
105 H -3.39 -8.35 1.65
106 H 3.94 -1.97 4.37
107 H 1.32 1.59 -5.09
108 H -6.71 -1.98 6.15
109 H -5.80 -2.91 2.92
110 H -9.87 1.66 1.57
111 H 0.43 -1.00 -2.13
112 H 0.61 2.94 -1.06
113 H -5.11 0.96 2.63
114 H 5.83 3.68 -6.28
115 H -7.07 -1.23 9.08
116 H -9.50 -4.10 2.76
117 H -0.59 0.06 1.34
118 H -3.86 0.42 3.80
119 H 7.22 -3.31 -9.54
120 H -0.55 -0.01 3.10
121 H 4.09 3.01 -1.15
122 H -5.80 -2.55 7.57
123 H -4.64 3.41 3.67
124 H 2.38 -3.05 -0.58
125 H 5.93 8.65 -4.25
126 H -7.29 -3.75 1.16
127 H 2.64 1.00 -6.95
128 H -5.55 2.22 4.75
129 H 5.21 -4.07 -11.25
130 H 4.73 -0.28 -5.14
131 H 3.23 -2.23 0.86
132 H -8.35 -1.64 7.93
133 H -0.45 3.71 1.93
134 H 1.84 0.72 6.24
135 H 8.27 2.92 -7.94
136 H 6.94 2.31 -6.08
137 H 7.24 3.70 -9.90
138 H -2.27 3.52 3.22
139 H 2.56 -2.49 3.31
140 H 8.22 9.17 -4.64
141 H 2.53 -2.11 7.24
142 H 1.26 2.91 3.12
143 H -8.09 0.51 6.80
144 H 6.21 -4.72 -9.12
145 H -1.84 1.91 3.87
146 H 0.19 -3.76 0.44
147 H 1.17 -2.09 1.49
148 H -10.28 -0.67 -0.16
149 H -0.83 -8.17 1.67
150 H -11.93 -1.30 0.08
151 H 6.68 7.44 -3.21
152 H 0.27 1.73 3.99
153 H 4.98 6.76 -5.26
154 H -11.59 1.39 -0.15
155 H 6.07 4.72 -9.01
156 H 3.89 1.83 -6.04
157 H -7.67 0.98 8.48
158 H 3.40 -4.02 -9.61
159 H 6.41 5.73 -4.93
160 H 8.73 7.47 -4.54
161 H 5.58 -2.37 -10.95
162 H 7.85 4.54 -7.36
163 H -3.52 2.42 1.33
164 H 3.52 -0.10 6.25
165 H 3.15 -1.39 -2.18
166 H 1.01 -0.85 4.58
167 H -3.64 -3.95 0.71
168 H -8.70 -2.50 2.72

No. 2
# C20H34IrN4OSi2Te

C20H34IrN4OSi2Te as an isolated structure in a non-equilibrium geometry (the ωB97M-V functional and the def2-TZVPD basis, the Open Molecules 2025 dataset).

* energy above the lowest of the compared OMol25 structures with the same formula, charge and spin: 0.000 eV
* HOMO energy (spin up / spin down): -14.77 / -14.75 eV
* spin multiplicity: 2
* <S²>: 0.76
* charge: +2

Cartesian coordinates (Å):
1 Ir 0.59 0.52 0.36
2 Te -0.94 -1.45 -0.07
3 Si -2.55 0.98 -2.02
4 Si -0.23 -4.25 -1.74
5 O 3.31 1.18 -2.73
6 N -0.47 1.13 1.96
7 N 6.56 4.71 1.22
8 N 1.51 0.60 -1.30
9 N -1.59 2.19 3.86
10 C 0.96 -4.74 -0.40
11 C 5.79 3.86 1.28
12 C 0.26 -4.82 -3.44
13 C -1.99 -4.69 -1.31
14 C -4.31 1.40 -2.40
15 C -1.22 3.56 4.28
16 C 2.43 0.92 -2.02
17 C 4.05 0.66 0.60
18 C 1.98 -0.35 1.57
19 C 4.82 2.80 1.35
20 C -1.73 2.35 -1.03
21 C 2.96 0.74 1.48
22 C -1.53 0.59 -3.52
23 C -1.00 1.63 2.87
24 C -2.67 -0.57 -0.89
25 C 2.82 1.88 2.29
26 C -0.15 -2.32 -1.81
27 C 4.98 1.67 0.54
28 C 3.74 2.91 2.22
29 C -2.59 1.45 4.66
30 H 3.65 3.78 2.85
31 H -0.64 3.52 5.20
32 H -2.69 -4.33 -2.08
33 H -3.32 -0.36 -0.04
34 H 1.98 -4.46 -0.67
35 H -2.14 4.12 4.44
36 H -4.80 0.60 -2.94
37 H -0.48 0.42 -3.27
38 H -2.32 -4.29 -0.34
39 H 0.96 -5.82 -0.24
40 H -0.44 -4.46 -4.19
41 H -3.47 2.07 4.78
42 H 1.50 -0.44 2.55
43 H -4.37 2.30 -3.02
44 H -1.91 -0.28 -4.06
45 H -2.12 -5.77 -1.26
46 H 1.26 -4.47 -3.70
47 H -2.16 1.21 5.63
48 H -2.29 2.62 -0.13
49 H 0.71 -4.28 0.56
50 H -0.72 -1.90 -2.64
51 H -2.86 0.53 4.14
52 H 0.88 -1.98 -1.89
53 H -1.57 1.44 -4.21
54 H -0.69 2.11 -0.75
55 H -3.11 -1.40 -1.45
56 H 5.83 1.61 -0.13
57 H -0.64 4.03 3.49
58 H 2.00 1.94 2.99
59 H -4.89 1.59 -1.49
60 H 0.27 -5.91 -3.49
61 H 4.18 -0.22 -0.02
62 H -1.64 3.25 -1.64
63 H 2.29 -1.32 1.18

No. 3
# C6H8N

An isolated ion of composition C6H8N and charge +1 in a non-equilibrium geometry (the ωB97M-V functional and the def2-TZVPD basis, the Open Molecules 2025 dataset).

* energy above the lowest of the compared OMol25 structures with the same formula, charge and spin: 7.786 eV
* HOMO energy (spin up / spin down): -13.13 / -13.59 eV
* spin multiplicity: 1
* charge: +1
* SMILES: C1=CC=C[NH2+]CC=1

Cartesian coordinates (Å):
1 N 1.05 0.55 0.23
2 C 1.62 -0.92 0.21
3 C -0.21 1.20 -0.32
4 C 0.43 -1.60 0.17
5 C -1.14 -1.35 -0.19
6 C -2.05 -0.35 0.16
7 C -1.65 0.95 0.33
8 H 2.70 -1.05 0.30
9 H -0.07 2.32 -0.14
10 H -1.34 -2.08 -0.96
11 H 1.57 1.13 -0.38
12 H -0.14 1.05 -1.45
13 H 0.35 -2.73 0.41
14 H 1.19 1.04 1.15
15 H -2.30 1.84 0.48

No. 4
# C24H37NO5

One molecule with the formula C24H37NO5 in a non-equilibrium geometry (the ωB97M-V functional and the def2-TZVPD basis, the Open Molecules 2025 dataset).

* energy above the lowest of the compared OMol25 structures with the same formula, charge and spin: 6.216 eV
* HOMO energy: -8.82 eV
* spin multiplicity: 1
* SMILES: CCCCCCCCCC[C@@]1(CN)OC(=O)O[C@]1(COC(C)=O)Cc1ccccc1

Cartesian coordinates (Å):
1 O -0.52 -1.10 1.87
2 O -5.20 0.41 3.16
3 O 1.90 -0.87 1.96
4 O 0.58 0.24 0.33
5 O -3.70 0.56 1.39
6 N -0.65 1.59 -1.96
7 C -2.86 -0.62 1.69
8 C 4.14 -0.60 -0.56
9 C -1.47 -1.82 -0.18
10 C -0.61 -1.42 -2.73
11 C -0.84 1.79 1.79
12 C 0.53 2.55 2.12
13 C -0.76 0.78 0.52
14 C -1.80 -1.39 -1.70
15 C 4.31 0.77 0.29
16 C -5.01 0.38 1.92
17 C 3.38 1.98 -0.21
18 C 3.33 -3.08 0.13
19 C 2.95 -3.86 1.51
20 C -6.22 0.17 0.86
21 C 2.89 2.96 1.00
22 C -3.24 -0.94 -2.15
23 C -1.49 -0.60 0.86
24 C -0.84 -0.96 -4.18
25 C -3.44 -0.47 -3.63
26 C -1.40 1.71 -0.66
27 C 0.78 -0.65 1.47
28 C -2.25 -0.46 -4.64
29 C 4.44 -1.94 0.31
30 C 1.28 3.23 0.89
31 H 3.12 -0.69 -1.09
32 H -3.52 -1.53 1.49
33 H 3.41 -4.90 1.59
34 H 4.93 -0.61 -1.41
35 H 1.25 1.77 2.57
36 H 5.41 1.10 0.12
37 H 0.34 3.34 2.93
38 H 4.45 -1.65 1.43
39 H 2.36 -2.59 -0.25
40 H 4.00 2.58 -0.98
41 H 0.06 -0.95 -4.88
42 H 5.46 -2.41 0.04
43 H -1.68 2.58 1.69
44 H 0.41 -1.77 -2.36
45 H -2.62 -0.63 2.82
46 H 3.26 -3.19 2.40
47 H -2.22 -2.63 0.16
48 H 3.44 3.96 0.80
49 H -0.25 2.49 -2.25
50 H 3.19 2.48 1.99
51 H 4.18 0.48 1.39
52 H -2.49 1.34 -0.75
53 H 1.08 4.37 0.91
54 H -1.38 1.31 -2.64
55 H -6.92 1.08 0.83
56 H -6.78 -0.79 1.16
57 H -2.35 -0.09 -5.72
58 H -5.77 -0.03 -0.18
59 H -4.12 -0.95 -1.41
60 H 2.51 1.52 -0.79
61 H -0.46 -2.36 -0.24
62 H -1.14 1.20 2.75
63 H -4.44 -0.09 -4.03
64 H 1.80 -3.91 1.57
65 H 0.99 2.87 -0.14
66 H -1.35 2.83 -0.40
67 H 3.63 -3.91 -0.62

No. 5
# C40H58FN4O6Tl

C40H58FN4O6Tl as an isolated structure (the ωB97M-V functional and the def2-TZVPD basis, the Open Molecules 2025 dataset).

* HOMO energy (spin up / spin down): -8.05 / -7.75 eV
* spin multiplicity: 1

Cartesian coordinates (Å):
1 Tl 0.69 1.01 -0.77
2 F -6.05 2.17 0.78
3 O -0.89 -0.05 -2.54
4 O 0.15 3.57 0.09
5 O 0.90 0.76 1.76
6 O -3.02 6.45 -0.37
7 O -1.69 2.34 -0.20
8 O -6.92 4.22 -1.01
9 N -4.96 5.30 -0.62
10 N -0.99 -1.17 0.48
11 N 1.91 -2.09 -0.15
12 N -3.26 4.44 0.71
13 C 1.35 3.66 3.33
14 C -2.36 1.11 7.23
15 C -3.06 -1.11 6.33
16 C -4.90 -0.24 -2.28
17 C -0.80 -0.86 7.33
18 C -6.78 -1.87 -1.81
19 C -1.92 -1.73 -0.50
20 C 3.04 1.81 3.50
21 C -3.69 5.47 -0.12
22 C -2.62 1.95 -5.27
23 C -0.98 2.66 -3.53
24 C -2.44 2.28 -3.78
25 C 2.05 2.77 5.55
26 C -0.13 1.08 5.15
27 C 0.57 1.41 4.02
28 C -4.06 3.36 0.96
29 C -1.26 0.24 5.16
30 C -1.75 -0.22 3.93
31 C 2.89 -2.01 0.92
32 C -2.75 -0.77 -1.31
33 C 0.15 0.78 2.76
34 C -1.85 4.38 1.07
35 C -0.24 -2.28 1.11
36 C -1.06 3.34 0.23
37 C -7.31 0.51 -2.30
38 C -5.29 3.24 0.44
39 C -1.88 -0.15 6.49
40 C -1.11 0.04 2.75
41 C -4.10 -0.94 -1.36
42 C -6.33 -0.64 -2.60
43 C -2.10 0.13 -2.26
44 C 1.74 2.38 4.09
45 C -3.28 3.51 -3.41
46 C -4.30 0.82 -2.97
47 C -5.85 4.23 -0.45
48 C -6.40 -0.98 -4.10
49 C -1.78 -0.43 1.48
50 C -2.95 1.09 -2.96
51 C 2.52 -2.52 -1.39
52 C 0.79 -2.95 0.21
53 H -3.87 -0.65 5.77
54 H -3.13 1.62 6.65
55 H 1.15 -3.85 0.74
56 H -1.55 1.81 7.41
57 H 3.69 -1.34 0.63
58 H -0.81 2.88 -2.48
59 H -8.31 0.22 -2.62
60 H -2.92 4.38 -3.96
61 H -4.34 3.39 -3.63
62 H -3.18 3.72 -2.34
63 H -2.75 -2.03 5.82
64 H 0.26 -1.89 1.99
65 H -3.67 2.61 1.63
66 H -5.69 -1.77 -4.35
67 H 2.15 4.40 3.43
68 H -2.62 -2.42 0.01
69 H -6.18 -0.11 -4.72
70 H -7.34 0.72 -1.23
71 H -0.95 -3.06 1.45
72 H 1.21 3.28 6.02
73 H 3.37 -1.88 -1.62
74 H -0.44 -1.75 6.81
75 H -7.41 -1.33 -4.35
76 H -0.75 3.56 -4.10
77 H -1.22 -1.16 8.29
78 H 3.86 2.50 3.71
79 H 3.28 0.84 3.96
80 H -2.65 -1.04 1.77
81 H 2.87 -3.56 -1.35
82 H -1.34 -2.32 -1.21
83 H 1.20 3.46 2.27
84 H -5.28 6.04 -1.23
85 H -2.67 -0.79 3.90
86 H 0.44 4.09 3.74
87 H -4.55 -1.69 -0.72
88 H 1.80 -2.42 -2.21
89 H -6.80 -1.67 -0.73
90 H 2.31 1.90 6.14
91 H 2.44 -1.62 1.83
92 H -2.79 0.82 8.19
93 H -0.30 1.87 -3.85
94 H -7.79 -2.15 -2.11
95 H -1.77 4.10 2.13
96 H -3.66 1.75 -5.52
97 H 0.06 -0.22 7.52
98 H 0.32 -3.29 -0.71
99 H -2.27 2.78 -5.88
100 H -4.95 1.45 -3.58
101 H -2.16 0.45 0.95
102 H 2.97 1.68 2.43
103 H -7.04 1.42 -2.82
104 H 2.90 3.45 5.56
105 H 0.20 1.48 6.10
106 H -1.41 5.36 0.92
107 H 3.33 -3.00 1.15
108 H -2.03 1.06 -5.53
109 H -6.12 -2.73 -1.99
110 H -3.44 -1.39 7.31

No. 6
# C19H21N2S

A 2-piece molecular cluster, C19H21N2S overall in a non-equilibrium geometry (the ωB97M-V functional and the def2-TZVPD basis, the Open Molecules 2025 dataset).

* energy above the lowest of the compared OMol25 structures with the same formula, charge and spin: 1.602 eV
* HOMO energy: -10.79 eV
* spin multiplicity: 1
* charge: +1

Cartesian coordinates (Å):
1 S -1.68 2.96 -0.08
2 N -1.29 0.46 0.87
3 N -2.76 1.93 2.06
4 C -1.57 -0.53 1.82
5 C -1.89 1.58 1.02
6 C -2.50 4.11 1.00
7 C -1.84 -0.01 3.24
8 C 0.97 -4.16 -2.94
9 C 3.67 -0.88 -1.21
10 C 1.19 -0.65 -1.58
11 C -3.23 3.34 2.09
12 C -0.39 -4.23 -3.19
13 C 2.51 1.15 -0.65
14 C -2.93 1.05 3.23
15 C 3.69 1.69 -0.20
16 C 1.52 -3.01 -2.44
17 C 4.86 0.95 -0.25
18 C -1.19 -3.13 -2.93
19 C 0.73 -1.87 -2.14
20 C -0.65 -1.98 -2.42
21 C 4.85 -0.33 -0.76
22 C 2.46 -0.17 -1.17
23 H -4.32 3.35 1.94
24 H -0.82 -5.13 -3.58
25 H -2.90 1.66 4.14
26 H 5.78 1.38 0.12
27 H -2.10 -0.84 3.91
28 H -3.05 3.76 3.09
29 H 1.61 1.72 -0.59
30 H 2.58 -2.99 -2.27
31 H -1.72 4.76 1.43
32 H -3.17 4.75 0.43
33 H -0.73 -1.24 1.83
34 H 3.71 2.69 0.20
35 H -1.29 -1.14 -2.21
36 H -2.44 -1.11 1.45
37 H -3.93 0.60 3.18
38 H 5.76 -0.90 -0.79
39 H 0.39 0.05 -1.40
40 H -2.25 -3.19 -3.13
41 H 3.71 -1.88 -1.60
42 H -0.91 0.43 3.63
43 H 1.59 -5.01 -3.14

no.,electronic energy (Ha)
1,-5236.61363
2,-2027.53506
3,-287.67010
4,-1367.33891
5,-2501.85834
6,-1244.04103